# 1
{"formula": "C46H64N5O3Pb", "method": "the ωB97M-V functional and the def2-TZVPD basis", "orbital_gap_ev": [5.31, 5.21], "homo_ev": [-9.938, -9.892], "charge": 1, "elements": ["Pb", "C", "N", "C", "C", "C", "N", "C", "C", "C", "C", "C", "C", "C", "O", "C", "C", "C", "C", "C", "C", "C", "C", "C", "C", "C", "C", "C", "C", "C", "O", "C", "C", "C", "C", "C", "C", "C", "C", "H", "H", "H", "H", "H", "H", "H", "H", "H", "H", "H", "H", "H", "H", "H", "H", "H", "H", "H", "H", "H", "H", "H", "H", "H", "H", "H", "H", "H", "H", "H", "H", "H", "H", "H", "H", "H", "H", "H", "H", "H", "H", "H", "H", "H", "H", "H", "H", "H", "H", "H", "H", "H", "H", "O", "C", "N", "C", "C", "C", "C", "C", "C", "N", "C", "C", "C", "C", "C", "N", "H", "H", "H", "H", "H", "H", "H", "H", "H", "H"], "xyz": [[-1.157755, -0.976763, -0.775092], [0.216145, -3.438563, -2.765292], [0.263445, -3.210263, -1.328892], [-0.390555, -4.301763, -0.612592], [1.645845, -3.026163, -0.905292], [1.778245, -2.673563, 0.573908], [1.033745, -1.473463, 0.965308], [1.873445, -0.270563, 0.897608], [2.667045, -0.017863, -0.357992], [4.026545, 0.170037, -0.251492], [4.821645, 0.566237, -1.332392], [4.174345, 0.831537, -2.546892], [2.820645, 0.706937, -2.721792], [2.013345, 0.189737, -1.628392], [0.801645, -0.087563, -1.826792], [2.133745, 1.046137, -4.029292], [1.528545, -0.233263, -4.627292], [1.013245, 2.063937, -3.760092], [3.098245, 1.652437, -5.051792], [6.315645, 0.783537, -1.235192], [6.884245, 0.447937, 0.145008], [7.037445, -0.097263, -2.268492], [6.618845, 2.262037, -1.541192], [0.545545, -1.635163, 2.343408], [-0.501855, -0.676763, 2.846608], [-0.248755, 0.154037, 3.910508], [-1.261255, 0.923037, 4.494708], [-2.539755, 0.870137, 3.921808], [-2.869055, 0.053537, 2.866508], [-1.837555, -0.795463, 2.312108], [-2.070155, -1.659163, 1.414508], [-4.285855, -0.045963, 2.336408], [-4.771555, -1.496063, 2.501008], [-4.320355, 0.341537, 0.851008], [-5.268655, 0.870137, 3.071308], [-1.053655, 1.756537, 5.741608], [0.346845, 1.617437, 6.345808], [-1.301855, 3.235337, 5.408008], [-2.066555, 1.277237, 6.795708], [0.621145, -4.421563, -3.032892], [0.797645, -2.671763, -3.270392], [-0.811855, -3.375363, -3.114292], [0.274145, -5.167363, -0.505192], [-1.271355, -4.618663, -1.164892], [-0.712955, -3.964963, 0.370808], [2.086145, -2.233763, -1.508692], [2.227645, -3.946263, -1.081592], [2.846545, -2.557763, 0.798508], [1.418145, -3.524063, 1.152508], [2.598045, -0.290863, 1.731808], [1.211845, 0.589837, 1.048408], [4.482345, 0.019737, 0.714408], [4.775945, 1.165337, -3.374992], [0.709745, -0.578563, -4.001692], [2.280345, -1.019563, -4.700592], [1.144645, -0.026063, -5.622992], [0.259645, 1.644937, -3.099492], [0.527845, 2.337737, -4.694092], [1.423945, 2.963037, -3.302592], [3.855945, 0.933737, -5.361792], [3.582345, 2.539737, -4.647192], [2.537445, 1.951137, -5.934492], [6.672545, -0.582863, 0.420208], [6.488445, 1.113337, 0.908008], [7.964645, 0.569137, 0.124608], [6.906545, -1.150963, -2.031092], [8.099245, 0.134137, -2.246092], [6.673245, 0.074037, -3.277192], [6.105245, 2.910537, -0.833792], [6.306945, 2.534737, -2.546092], [7.689045, 2.436837, -1.459892], [1.400345, -1.616263, 3.041808], [0.076145, -2.622563, 2.399108], [0.749545, 0.186837, 4.317708], [-3.305555, 1.489337, 4.356708], [-4.140255, -2.176263, 1.937508], [-5.793355, -1.583363, 2.142608], [-4.749655, -1.786263, 3.548908], [-3.658755, -0.289863, 0.264308], [-4.016655, 1.378337, 0.721908], [-5.332055, 0.227737, 0.469308], [-5.316755, 0.639537, 4.132208], [-6.262055, 0.718537, 2.656108], [-5.010055, 1.918537, 2.939808], [1.125845, 1.938537, 5.658408], [0.535745, 0.590237, 6.648708], [0.416745, 2.243137, 7.233008], [-0.615155, 3.571337, 4.634808], [-1.142355, 3.845237, 6.292608], [-2.317455, 3.398637, 5.060508], [-1.963655, 0.204437, 6.944308], [-3.088155, 1.483737, 6.492208], [-1.884255, 1.777837, 7.742608], [-2.915655, 2.284137, -3.280892], [-2.368855, 1.603637, -2.416192], [-2.203955, 0.288837, -2.466692], [-2.769055, -0.407863, -3.591392], [-3.482255, -1.650263, -3.146392], [-4.529455, -2.182763, -3.897192], [-5.146155, -3.342363, -3.463492], [-4.714355, -3.917163, -2.273392], [-3.691355, -3.304063, -1.575092], [-3.076355, -2.212963, -2.011892], [-1.846255, 2.256937, -1.168592], [-1.938555, 3.643237, -1.070292], [-1.482055, 4.274337, 0.071608], [-0.957555, 3.489237, 1.086508], [-0.918155, 2.117937, 0.908008], [-1.344455, 1.508337, -0.188392], [-1.972655, -0.687663, -4.295992], [-3.463455, 0.250237, -4.127192], [-4.842255, -1.685063, -4.803092], [-5.956255, -3.780363, -4.027992], [-5.167555, -4.816463, -1.891392], [-3.353855, -3.686263, -0.622092], [-2.381355, 4.185637, -1.893492], [-1.533255, 5.346837, 0.176308], [-0.593155, 3.917537, 2.006708], [-0.544355, 1.477537, 1.693008]], "atomic_forces_ev_per_a": [[-0.495, -0.001, -0.338], [0.051, -0.065, -0.109], [0.223, -0.161, -0.207], [0.033, 0.110, -0.008], [0.096, 0.071, 0.283], [0.051, -0.202, -0.316], [0.199, 0.041, 0.187], [-0.057, 0.024, 0.166], [0.194, 0.073, 0.375], [-0.451, -0.188, 0.260], [0.049, 0.041, -0.060], [-0.300, 0.051, -0.215], [0.212, -0.001, -0.388], [-0.075, 0.029, -0.235], [0.884, 0.263, 0.333], [-0.127, 0.038, -0.196], [-0.048, 0.016, 0.105], [0.019, -0.044, 0.071], [-0.094, -0.103, 0.234], [0.304, 0.026, 0.029], [-0.155, 0.046, -0.181], [-0.177, 0.039, 0.097], [-0.137, -0.143, 0.043], [-0.025, -0.228, 0.166], [0.198, -0.105, -0.037], [0.096, -0.118, -0.148], [0.046, -0.014, -0.045], [-0.086, -0.037, -0.194], [-0.251, 0.149, 0.062], [0.136, -0.082, 0.297], [-0.086, -0.056, 0.728], [-0.263, -0.063, -0.173], [0.119, 0.022, -0.022], [0.131, -0.017, 0.133], [0.218, -0.142, -0.081], [0.062, 0.166, 0.209], [-0.203, -0.036, -0.163], [0.004, -0.204, 0.001], [0.104, 0.031, -0.129], [0.043, -0.044, -0.078], [0.040, 0.040, -0.074], [-0.122, -0.063, -0.052], [0.005, -0.057, 0.013], [-0.041, 0.008, -0.025], [-0.020, -0.045, 0.157], [-0.002, -0.157, -0.087], [0.032, 0.035, -0.022], [0.025, -0.087, 0.072], [0.030, 0.071, 0.106], [-0.107, 0.081, -0.055], [0.132, -0.020, 0.059], [0.067, -0.040, 0.110], [0.030, 0.067, -0.104], [-0.030, -0.057, -0.133], [0.050, -0.073, -0.077], [-0.028, 0.019, -0.133], [-0.040, 0.073, -0.047], [-0.013, 0.056, -0.098], [-0.004, 0.150, -0.005], [0.104, -0.003, -0.048], [0.101, 0.097, -0.045], [-0.030, -0.003, -0.058], [-0.013, -0.116, 0.083], [-0.042, 0.048, 0.161], [0.075, 0.027, 0.014], [0.008, -0.121, -0.011], [0.122, -0.021, -0.026], [-0.006, 0.019, -0.133], [-0.014, 0.102, 0.046], [-0.009, 0.059, -0.090], [0.098, 0.025, 0.017], [-0.113, -0.066, -0.020], [0.166, 0.035, 0.000], [0.139, -0.035, 0.065], [-0.132, 0.033, 0.021], [-0.107, -0.067, 0.015], [-0.164, 0.010, -0.038], [-0.034, -0.067, 0.149], [-0.089, -0.019, -0.114], [0.006, 0.124, -0.068], [-0.107, -0.009, -0.069], [-0.027, 0.004, 0.173], [-0.080, 0.006, -0.041], [0.016, 0.152, 0.041], [0.112, 0.020, -0.101], [0.113, -0.125, 0.024], [-0.010, 0.032, 0.055], [0.103, 0.087, -0.100], [-0.002, 0.088, 0.126], [-0.140, 0.066, -0.066], [-0.027, -0.106, 0.103], [-0.143, 0.013, 0.019], [0.009, 0.078, 0.113], [-0.061, 0.651, 0.000], [-0.269, -0.552, -0.644], [0.394, -0.454, 0.518], [0.001, 0.451, -0.134], [-0.228, 0.011, -0.326], [0.096, -0.124, 0.110], [0.205, 0.139, 0.118], [-0.023, 0.000, 0.028], [-0.321, -0.336, -0.064], [-0.083, 0.037, -0.128], [-0.102, 0.689, 0.016], [-0.050, -0.048, -0.072], [0.051, -0.222, 0.033], [-0.012, -0.070, -0.002], [0.087, 0.281, 0.371], [0.010, 0.227, -0.167], [-0.095, -0.037, -0.124], [0.101, -0.143, -0.038], [-0.019, 0.036, -0.048], [-0.038, -0.039, -0.027], [-0.086, -0.094, 0.081], [0.024, -0.125, 0.108], [0.029, -0.060, -0.050], [-0.032, 0.112, -0.018], [0.030, 0.062, 0.093], [0.057, 0.058, 0.101]]}

# 2
{"formula": "CH2N2O2S", "method": "the ωB97M-V functional and the def2-TZVPD basis", "orbital_gap_ev": 9.82, "de_lowest_ev": 5.031, "homo_ev": -10.097, "smiles": "N=C=S.O=NO", "elements": ["N", "C", "S", "H", "O", "N", "O", "H"], "xyz": [[-0.366738, -0.317613, 0.501846], [-1.376789, 0.359818, 0.649567], [-2.351674, 1.517361, 0.926362], [-0.267896, -1.315440, 0.052179], [0.949322, 2.243756, -2.495025], [0.673740, 1.856718, -1.375655], [1.640484, 1.108609, -0.831031], [1.145896, 0.510026, -0.125156]], "atomic_forces_ev_per_a": [[-0.322, -2.782, -1.163], [1.791, -0.357, -0.161], [-0.842, 0.196, 0.090], [-0.676, 2.742, 1.314], [-0.178, -0.796, 2.839], [-0.486, 0.968, -2.722], [-0.124, -1.820, 1.165], [0.836, 1.850, -1.363]]}

# 3
{"formula": "Cl2OS", "method": "the ωB97M-V functional and the def2-TZVPD basis", "orbital_gap_ev": [6.57, 6.58], "de_lowest_ev": 4.717, "homo_ev": [-9.738, -9.737], "elements": ["O", "S", "Cl", "Cl"], "xyz": [[-0.003261, 2.056573, 0.462534], [-0.364884, -1.356559, -0.198782], [-0.989632, 0.843611, 0.867819], [1.357777, -1.543626, -1.131571]], "atomic_forces_ev_per_a": [[-1.638, -1.925, 0.650], [-0.953, 0.569, 0.637], [2.447, 0.796, -1.431], [0.144, 0.560, 0.144]]}

# 4
{"formula": "CH7NS", "method": "the ωB97M-V functional and the def2-TZVPD basis", "orbital_gap_ev": 9.23, "de_lowest_ev": 2.845, "homo_ev": -9.057, "elements": ["C", "S", "H", "H", "H", "N", "H", "H", "H", "H"], "xyz": [[1.335704, -0.206080, 0.707375], [0.594288, 0.401828, -0.960316], [1.452747, -1.300279, 0.812468], [2.359892, 0.188308, 0.857347], [0.884508, 0.202509, 1.609545], [-2.247206, -0.413577, 0.709236], [-1.657579, -1.178458, 1.020425], [-2.817959, 0.024054, 1.449105], [-0.237744, -0.529950, 0.217574], [-1.776269, 0.296091, 0.189692]], "atomic_forces_ev_per_a": [[2.447, 0.509, 0.566], [-1.462, -2.794, 3.905], [-0.301, 0.469, -0.328], [-0.185, -0.158, -0.593], [-0.731, -0.040, -0.168], [-1.413, 0.103, 0.695], [-0.302, 0.275, 0.160], [0.756, -0.681, -0.381], [0.940, 2.107, -3.611], [0.251, 0.210, -0.245]]}